C17H34NPPbSi as an isolated structure in a non-equilibrium geometry. Source: OMol25; level of theory: ωB97M-V with the def2-TZVPD basis set.

Each line ends with the Mulliken charge.
Atoms and positions in Å:
H 4.065 -2.493 2.163  0.3212
C -2.035 0.528 -2.045  0.6158
H -0.834 4.065 -3.024  0.4254
H 6.212 -1.944 0.104  0.3431
H -2.362 -1.653 -2.123  0.6279
Pb 0.697 -0.558 -0.512  0.9279
H 5.957 -0.792 -1.190  0.3557
H 1.640 3.496 0.746  0.4627
C 2.841 0.189 -0.458  -0.9167
H -4.128 0.821 0.134  0.3955
C -0.873 1.047 -1.464  0.3566
C -4.070 -0.154 0.618  -1.3933
H 1.662 2.563 -1.345  0.1346
H -3.983 -2.914 -0.049  0.4384
C -2.220 2.477 -3.449  -0.8481
C -2.658 1.191 -3.117  -0.9548
C 0.440 2.349 2.475  -1.1053
H 1.495 2.102 2.364  0.3741
C -0.471 2.347 -1.782  0.5732
H -4.897 -0.748 0.215  0.4697
H -2.269 -3.357 -0.368  0.3624
H 2.829 1.049 0.234  0.3976
C -2.685 -0.760 -1.568  -1.3300
C 3.195 -2.823 -0.888  -1.0678
C -1.154 3.051 -2.784  -0.8419
N -0.149 2.540 1.150  0.3602
H 2.363 -2.126 1.903  0.3360
H -1.218 -0.859 0.841  0.0771
H 3.455 -0.846 2.480  0.3551
Si 3.817 -1.311 0.043  0.0436
H -3.767 -0.712 -1.745  0.6691
H -1.736 3.830 1.725  0.3954
H -2.130 2.078 1.764  0.2848
H -2.883 -3.116 1.325  0.4137
H -3.495 0.719 -3.647  0.4745
H 6.052 -0.240 0.484  0.3435
H -0.049 1.516 2.995  0.3001
P -2.598 -1.068 0.188  0.7661
C 5.666 -1.036 -0.163  -1.0261
C -2.956 -2.810 0.279  -1.1090
H 0.343 3.255 3.093  0.3404
H -4.211 -0.074 1.692  0.4597
C 3.379 -1.714 1.818  -1.0112
H 3.068 -2.649 -1.957  0.3733
H 2.241 -3.188 -0.488  0.3231
H 0.180 4.490 0.424  0.3109
H -2.738 3.033 -4.228  0.4341
C -1.580 2.856 1.210  -1.1515
H -0.192 -1.983 -1.202  0.0018
H -2.028 2.924 0.211  0.3436
C 0.712 3.086 -1.158  -0.7526
H 0.804 4.048 -1.675  0.4080
H 3.073 0.589 -1.480  0.5756
H 3.927 -3.626 -0.755  0.3464
C 0.625 3.471 0.320  -0.8096

The value obtained for the HOMO-LUMO gap (alpha / beta) is 5.0425 / 5.0417 eV. The maximum force is 3.6 eV/Å. As for the energy above the lowest of the compared OMol25 structures with the same formula, charge and spin: 10.1 kcal per mole. As for the HOMO energy (alpha / beta): -14.072 / -14.071 eV. As for the net charge: +2. As for the LUMO energy (alpha / beta): -9.030 / -9.030 eV.